57
Properties=species:S:1:pos:R:3 method="wB97M-V/def2-TZVPD" mol_weight_g_mol=443.58 lumo_energy_ev=0.20 energy_ha=-1714.9223 e_homo_ev=-7.8 smiles="Cc1ccc2nc(-c3ccc(NC(=O)CN4CCN(c5ccccn5)CC4)cc3)sc2c1" max_force_ha_per_bohr=0.0229
C 5.336 -0.441 -9.260
C 4.444 -0.567 -8.063
C 3.059 -0.682 -8.242
C 2.195 -0.800 -7.179
C 2.713 -0.804 -5.885
N 2.000 -0.909 -4.734
C 2.740 -0.883 -3.686
C 2.246 -0.973 -2.335
C 3.100 -0.932 -1.233
C 2.607 -1.015 0.052
C 1.235 -1.141 0.262
N 0.672 -1.229 1.532
C 1.265 -1.149 2.751
O 2.448 -1.018 2.962
C 0.240 -1.281 3.879
N -1.059 -0.771 3.483
C -2.119 -1.256 4.358
C -3.399 -0.452 4.168
N -3.175 0.925 4.549
C -4.188 1.835 4.601
C -5.536 1.476 4.418
C -6.499 2.455 4.529
C -6.122 3.764 4.809
C -4.772 4.019 4.959
N -3.832 3.097 4.862
C -1.798 1.369 4.513
C -1.085 0.689 3.346
C 0.374 -1.184 -0.837
C 0.870 -1.102 -2.117
S 4.484 -0.719 -4.012
C 4.110 -0.688 -5.706
C 4.971 -0.571 -6.783
H 5.220 -1.306 -9.911
H 5.072 0.446 -9.836
H 6.379 -0.365 -8.963
H 2.667 -0.677 -9.249
H 1.130 -0.888 -7.322
H 4.165 -0.834 -1.389
H 3.272 -0.982 0.898
H -0.340 -1.304 1.572
H 0.143 -2.350 4.097
H 0.651 -0.794 4.777
H -1.829 -1.211 5.419
H -2.311 -2.304 4.107
H -3.725 -0.526 3.119
H -4.179 -0.886 4.801
H -5.819 0.462 4.190
H -7.541 2.204 4.394
H -6.852 4.552 4.901
H -4.408 5.018 5.169
H -1.800 2.453 4.395
H -1.295 1.127 5.457
H -0.064 1.065 3.260
H -1.617 0.938 2.420
H -0.690 -1.283 -0.675
H 0.213 -1.133 -2.972
H 6.035 -0.483 -6.622

171
Properties=species:S:1:pos:R:3 method="wB97M-V/def2-TZVPD" mol_weight_g_mol=1578.47 charge=+1 lumo_energy_ev=-5.55 energy_ha=-8458.0998 e_homo_ev=-10.3 max_force_ha_per_bohr=0.1041
Sn -3.327 -1.672 0.299
N -0.060 0.037 -0.269
O -0.256 -1.164 -0.018
O 1.044 0.519 -0.179
O -1.045 0.681 -0.494
C 1.516 -0.421 -7.006
C 2.281 -1.031 -5.855
O 2.467 0.096 -4.933
S 2.744 1.519 -5.765
O 4.075 1.583 -6.416
O 2.185 2.736 -5.110
O 1.679 0.973 -6.934
H 0.455 -0.648 -6.900
H 1.677 -0.924 -7.959
H 3.250 -1.385 -6.207
H 1.642 -1.812 -5.443
C -1.014 3.804 0.266
C -0.484 4.192 -1.081
O 0.134 5.432 -0.990
S -0.335 6.207 0.418
O -0.973 7.542 0.262
O 0.765 6.084 1.326
O -1.454 5.063 0.801
H -0.118 3.624 0.860
H -1.874 3.142 0.364
H -1.214 4.271 -1.887
H 0.317 3.561 -1.466
O -2.031 -0.177 2.772
S -1.198 0.820 3.520
O -1.246 2.270 3.234
O -1.597 0.638 5.155
C -2.815 0.055 5.489
C -3.585 1.134 6.200
C 0.513 0.201 3.498
H -2.581 -0.718 6.221
H -3.411 -0.252 4.629
H -4.554 0.664 6.370
H -3.688 1.994 5.540
H -3.216 1.507 7.155
H 0.622 -0.459 2.637
H 0.551 -0.297 4.467
H 1.046 1.150 3.446
O -1.331 -3.418 2.274
S -0.882 -4.054 3.487
O -0.170 -5.338 3.537
O -0.264 -2.892 4.513
C 0.398 -3.359 5.665
C 0.974 -2.176 6.478
C -2.412 -4.339 4.447
H 1.242 -3.988 5.382
H -0.239 -3.879 6.381
H 1.639 -1.528 5.906
H 1.579 -2.375 7.363
H 0.082 -1.574 6.654
H -2.371 -4.775 5.445
H -3.049 -4.981 3.838
H -2.868 -3.349 4.490
O -3.820 3.327 -2.146
S -4.391 2.846 -0.893
O -4.179 1.496 -0.419
O -4.026 3.889 0.380
C -4.298 3.407 1.625
C -4.146 4.574 2.576
C -6.232 3.122 -1.069
H -3.532 2.645 1.768
H -5.256 2.898 1.737
H -4.116 4.248 3.616
H -5.082 5.131 2.549
H -3.359 5.282 2.316
H -6.738 2.878 -0.136
H -6.494 2.554 -1.962
H -6.346 4.198 -1.200
O -0.732 -5.223 -3.089
S -1.011 -4.891 -1.726
O -2.236 -4.137 -1.385
O -1.098 -6.383 -0.981
C -1.471 -6.278 0.355
C -2.220 -7.550 0.674
C 0.516 -4.161 -0.938
H -2.070 -5.408 0.624
H -0.559 -6.199 0.947
H -2.469 -7.400 1.725
H -1.777 -8.523 0.463
H -3.175 -7.687 0.166
H 1.358 -4.826 -1.130
H 0.272 -4.093 0.122
H 0.728 -3.139 -1.251
O -5.611 -1.301 -1.470
S -6.576 -0.593 -2.296
O -7.557 0.244 -1.614
O -5.753 0.342 -3.413
C -4.824 -0.334 -4.295
C -4.152 0.766 -5.176
C -7.570 -1.720 -3.472
H -5.309 -1.093 -4.909
H -3.985 -0.904 -3.896
H -3.281 0.435 -5.742
H -3.827 1.636 -4.606
H -4.802 1.060 -6.001
H -8.204 -2.280 -2.784
H -6.921 -2.435 -3.979
H -8.092 -1.107 -4.208
O -1.831 -1.267 -2.470
S -0.873 -1.053 -3.584
O 0.382 -1.788 -3.604
O -1.646 -1.370 -4.986
C -1.716 -2.700 -5.341
C -2.793 -2.688 -6.355
C -0.550 0.694 -3.713
H -2.026 -3.356 -4.527
H -0.820 -3.176 -5.738
H -3.720 -2.392 -5.865
H -2.926 -3.680 -6.786
H -2.486 -1.939 -7.085
H -1.353 1.228 -3.205
H -0.302 1.163 -4.665
H 0.349 0.781 -3.103
O 3.258 -3.895 -3.473
S 4.313 -3.187 -2.777
O 5.496 -3.874 -2.239
O 4.718 -1.945 -3.757
C 6.049 -1.355 -3.688
C 6.214 -0.247 -4.691
C 3.411 -2.183 -1.504
H 6.819 -2.105 -3.873
H 6.177 -1.032 -2.655
H 5.457 0.537 -4.656
H 6.469 -0.586 -5.695
H 7.036 0.464 -4.604
H 4.113 -1.417 -1.176
H 3.253 -2.745 -0.584
H 2.476 -1.775 -1.887
O 4.794 2.655 3.080
S 3.839 3.051 4.085
O 2.937 2.090 4.779
O 4.649 3.897 5.280
C 3.953 4.051 6.528
C 4.297 5.474 6.882
C 2.807 4.446 3.512
H 4.319 3.297 7.224
H 2.868 3.946 6.521
H 5.369 5.486 7.079
H 3.691 5.765 7.741
H 3.989 6.170 6.102
H 1.809 4.629 3.908
H 2.736 4.285 2.436
H 3.364 5.363 3.709
C 4.638 -1.497 2.875
C 4.818 -2.420 3.934
C 3.820 -3.438 3.960
C 2.738 -3.488 3.099
C 2.577 -2.486 2.128
C 3.569 -1.518 2.071
H 5.282 -0.633 2.808
H 5.605 -2.290 4.662
H 3.993 -4.236 4.667
H 2.001 -4.278 3.114
H 1.763 -2.567 1.422
H 3.411 -0.737 1.342
C 3.217 4.995 -1.635
C 3.862 4.324 -2.661
C 4.138 2.982 -2.516
C 3.899 2.329 -1.343
C 3.366 3.069 -0.290
C 3.023 4.364 -0.480
H 2.998 6.045 -1.761
H 3.892 4.673 -3.683
H 4.520 2.458 -3.380
H 3.970 1.265 -1.170
H 3.134 2.551 0.629
H 2.605 4.996 0.290